1.
{
  "formula": "C7H11N2S",
  "method": "ωB97M-V with the def2-TZVPD basis set",
  "symbols": ["C", "C", "C", "C", "C", "C", "C", "N", "N", "S", "H", "H", "H", "H", "H", "H", "H", "H", "H", "H", "H"],
  "coordinates": [[1.9256, 0.2989, 1.9801], [3.6095, 0.4188, 0.5685], [1.2839, 0.0698, 0.8152], [-1.0478, 1.6811, -1.3105], [-1.1304, 1.3008, -0.0380], [-2.1423, -1.6337, -0.7998], [-0.7775, -0.0083, 0.4825], [3.2531, 0.4708, 1.7961], [-0.7892, -1.1231, -0.4842], [2.3194, 0.1245, -0.5597], [1.5115, 0.3355, 2.9685], [4.6177, 0.5428, 0.2271], [-1.3210, 2.6793, -1.6014], [-0.7092, 1.0508, -2.1201], [-1.4481, 2.0093, 0.7131], [-2.6030, -2.0351, 0.1016], [-2.7613, -0.8219, -1.1798], [-2.0802, -2.4221, -1.5474], [-1.1582, -0.2818, 1.4569], [-0.2080, -1.8891, -0.1251], [-0.3446, -0.7674, -1.3437]],
  "lowdin_charge": [-0.2185, -0.4366, -0.3823, 0.0570, -0.1579, 0.0146, -0.1273, 0.0027, -0.0128, 0.9983, 0.1145, 0.0830, 0.0796, 0.0678, 0.1225, 0.1139, 0.1090, 0.1126, 0.1385, 0.1806, 0.1408],
  "de_lowest_ev": 2.913,
  "orbital_gap_ev": 9.00,
  "charge": 1,
  "e_lumo_ev": -4.028,
  "e_tot_ev": -21243.1910,
  "homo_energy_ha": -0.479
}

2.
{
  "formula": "C7H11N2S2",
  "method": "ωB97M-V with the def2-TZVPD basis set",
  "symbols": ["C", "C", "C", "C", "C", "C", "C", "N", "N", "S", "S", "H", "H", "H", "H", "H", "H", "H", "H", "H", "H", "H"],
  "coordinates": [[-1.9856, 2.3710, 0.0842], [-0.6570, 2.4203, 0.2576], [1.4213, 0.9648, -0.1274], [-2.7746, 1.1490, -0.2417], [-0.2262, -0.0729, 0.4612], [1.0844, -0.5582, -0.1019], [1.0815, -1.2378, -1.4580], [0.1697, 1.3042, 0.2638], [1.9745, -1.3485, 0.9242], [2.8989, 1.6344, -0.4069], [-1.8321, -0.4409, -0.5006], [-2.4911, 3.2750, 0.0672], [-0.0440, 3.4501, 0.3163], [-3.5821, 0.8369, 0.3881], [-3.1801, 1.2342, -1.2475], [-0.3857, -0.3617, 1.5790], [0.6715, -2.2599, -1.4155], [2.0930, -1.2292, -1.8777], [0.4643, -0.6525, -2.1216], [3.0065, -1.4169, 0.6884], [1.5297, -2.1370, 1.3834], [2.1273, -0.6881, 1.7621]],
  "lowdin_charge": [-0.0910, -0.0610, -0.7557, -0.4027, -0.4418, -0.4452, -0.0304, -0.0768, 0.2425, 0.7299, 0.9212, 0.0930, 0.1857, 0.0650, 0.0774, 0.1561, 0.1059, 0.0977, 0.0801, 0.1917, 0.1647, 0.1937],
  "de_lowest_ev": 1.983,
  "orbital_gap_ev": 8.43,
  "charge": 1,
  "e_lumo_ev": -3.774,
  "e_tot_ev": -32079.3520,
  "homo_energy_ha": -0.448
}

3.
{
  "formula": "C7H11N3",
  "method": "ωB97M-V with the def2-TZVPD basis set",
  "symbols": ["C", "C", "C", "C", "C", "C", "C", "N", "N", "N", "H", "H", "H", "H", "H", "H", "H", "H", "H", "H", "H"],
  "coordinates": [[1.3428, -2.7539, 1.3737], [1.9658, -2.8285, 0.1196], [1.3982, 1.2405, 1.2291], [0.7395, 0.8556, 0.0615], [-0.7129, 1.0557, -2.0235], [-1.6065, 0.7310, 0.1853], [-0.5834, 0.7918, -0.5463], [0.3334, -1.8832, 1.1499], [1.2718, -1.9941, -0.7065], [0.2770, -1.4937, -0.0618], [1.6371, -3.1339, 2.2375], [2.8011, -3.3874, 0.0738], [2.4727, 1.1191, 1.2667], [0.9897, 1.7066, 2.1464], [1.5104, 0.6692, -0.7234], [-0.0199, 0.3854, -2.6591], [-0.3352, 2.0037, -2.2064], [-1.6622, 0.7638, -2.4668], [-1.5458, 0.6476, 1.2574], [-2.6269, 0.6502, -0.2306], [-0.5354, -1.7400, 1.7874]],
  "lowdin_charge": [-0.0680, -0.1005, 0.0217, -0.1737, -0.0513, -0.0131, -0.4629, -0.0093, 0.0237, -0.0732, 0.0570, 0.0559, 0.0496, 0.0575, 0.1086, 0.1066, 0.0501, 0.0760, 0.0567, 0.0785, 0.2100],
  "de_lowest_ev": 2.103,
  "orbital_gap_ev": [6.11, 7.05],
  "spin_multiplicity": 3,
  "charge": 0,
  "e_lumo_ev": [0.816, -1.816],
  "e_tot_ev": -11899.7442,
  "homo_energy_ha": [-0.194, -0.326]
}

4.
{
  "formula": "C7H11N4O2",
  "method": "ωB97M-V with the def2-TZVPD basis set",
  "symbols": ["H", "N", "C", "C", "N", "O", "C", "O", "N", "C", "C", "C", "C", "N", "H", "H", "H", "H", "H", "H", "H", "H", "H", "H"],
  "coordinates": [[0.6207, 3.0481, -0.5510], [-0.3573, 2.8955, -0.3814], [-0.5239, 1.6470, -0.4532], [-1.9406, 1.0380, -0.2073], [-2.3919, 1.2323, 1.1273], [-2.1534, 0.4906, 2.0262], [-1.5549, -0.7761, -0.4926], [-2.2993, -1.6801, -0.5481], [-0.0282, -0.7875, -0.4629], [0.3589, -1.2815, -1.7702], [0.4997, -1.4018, 0.8543], [1.7405, -0.6561, 1.2224], [1.3918, 0.7930, 0.6895], [0.4138, 0.6039, -0.3709], [-2.7583, 1.3071, -0.7467], [1.3187, -0.8956, -2.0271], [0.2022, -2.3704, -2.0184], [-0.3471, -0.7768, -2.4775], [0.6620, -2.4437, 0.5669], [-0.3721, -1.2442, 1.4651], [2.4782, -0.9837, 0.5820], [1.9549, -0.5638, 2.2613], [0.9023, 1.4306, 1.3939], [2.1834, 1.3754, 0.3184]],
  "lowdin_charge": [0.0747, 0.2336, -0.3361, -0.0312, 0.0085, 0.0825, -0.1915, 0.2324, -0.1736, 0.0325, -0.0243, -0.0477, -0.0799, -0.0167, 0.1095, 0.1080, 0.1481, 0.1320, 0.1527, 0.1208, 0.0978, 0.1322, 0.1201, 0.1156],
  "de_lowest_ev": 6.473,
  "orbital_gap_ev": [8.78, 8.78],
  "charge": 1,
  "e_lumo_ev": [-4.492, -4.494],
  "e_tot_ev": -17479.6304,
  "homo_energy_ha": [-0.488, -0.488]
}

5.
{
  "formula": "C7H11N4O3P",
  "method": "ωB97M-V with the def2-TZVPD basis set",
  "symbols": ["C", "C", "C", "C", "C", "C", "C", "N", "N", "N", "N", "O", "O", "O", "P", "H", "H", "H", "H", "H", "H", "H", "H", "H", "H", "H"],
  "coordinates": [[2.4398, -1.8476, -0.7955], [1.4043, -2.4240, -0.0588], [2.1621, -0.8111, -1.7083], [0.1322, -1.9770, -0.3062], [0.8972, -0.3673, -2.0092], [-0.2001, -0.9919, -1.3300], [-1.5027, -0.6962, -1.6416], [-1.8195, 1.8595, 2.6025], [0.5581, 0.5809, 1.8659], [-1.2359, 1.2730, -0.0723], [-0.6309, 2.3415, -0.4124], [-0.5957, 2.6524, -1.6131], [-0.1288, 3.0527, 0.5066], [-1.6735, -0.5227, 1.7625], [-1.0672, 0.7907, 1.5230], [3.5134, -2.2597, -0.5634], [1.6329, -3.1274, 0.6593], [2.9706, -0.3311, -2.2844], [-0.7034, -2.3450, 0.1531], [0.6940, 0.4356, -2.5920], [-1.7674, -0.3021, -2.5471], [-2.2048, -0.9312, -0.9712], [-1.8783, 2.8365, 2.4490], [-2.7331, 1.4663, 2.6875], [1.1131, 1.4189, 1.8852], [0.6234, 0.2263, 2.8109]],
  "lowdin_charge": [-0.0245, -0.0528, -0.0562, 0.0178, 0.0129, -0.2519, 0.2666, -0.0469, -0.0464, -0.0496, -0.5392, -0.0181, -0.0689, -0.3353, 0.3805, 0.1530, 0.0892, 0.1189, 0.0825, 0.0828, 0.0856, 0.0513, 0.0285, 0.0294, 0.0366, 0.0541],
  "de_lowest_ev": 3.093,
  "orbital_gap_ev": [6.50, 6.50],
  "charge": 0,
  "e_lumo_ev": [-2.500, -2.500],
  "e_tot_ev": -28825.2376,
  "homo_energy_ha": [-0.331, -0.331]
}

6.
{
  "formula": "C7H11N4S",
  "method": "ωB97M-V with the def2-TZVPD basis set",
  "symbols": ["C", "C", "C", "C", "C", "C", "C", "N", "N", "N", "N", "S", "H", "H", "H", "H", "H", "H", "H", "H", "H", "H", "H"],
  "coordinates": [[1.3611, 0.3312, -2.9174], [2.1214, -0.8112, -3.1323], [0.8328, 0.1818, -1.6104], [-0.1964, 0.9307, -0.8247], [-0.9372, 1.8599, -1.3987], [0.6340, 0.1761, 1.5227], [0.2769, -1.3657, 1.5699], [-1.5627, 0.4588, 1.0718], [1.1672, -0.8388, -0.8694], [-0.4119, 0.6287, 0.5417], [-1.1418, -1.3856, 1.5847], [2.1185, -1.8036, -1.7815], [1.1118, 1.1344, -3.6942], [2.4565, -1.3086, -3.9892], [-0.7766, 2.0350, -2.4026], [-1.7562, 2.4001, -0.9401], [0.3457, 0.6838, 2.5428], [1.6376, 0.2792, 1.2872], [0.6602, -1.8309, 0.6457], [0.6936, -1.6989, 2.5294], [-2.2339, 0.5529, 0.2918], [-1.5681, -2.0560, 0.9954], [-1.5957, -1.5114, 2.4958]],
  "lowdin_charge": [-0.0619, -0.3563, -0.3601, -0.2114, 0.1411, -0.0448, -0.1857, 0.2049, -0.3147, -0.1672, 0.0521, 1.0745, 0.1512, 0.0586, 0.0541, 0.0911, 0.1715, 0.0954, 0.0820, 0.1375, 0.1258, 0.1149, 0.1472],
  "de_lowest_ev": 3.618,
  "orbital_gap_ev": 8.82,
  "charge": 1,
  "e_lumo_ev": -3.922,
  "e_tot_ev": -24222.5226,
  "homo_energy_ha": -0.468
}